C20H33B2F3N5O4 | ωB97M-V/def2-TZVPD

Last column: Löwdin charge in e.
Atoms and positions in Å:
F (3.67146, -2.03272, -3.33631)  0.13
F (4.08085, -2.30783, -1.26008)  0.15
F (4.43771, -0.38506, -2.19958)  0.11
O (-1.18372, 2.93672, 0.14822)  0.04
O (1.11608, -1.51786, 0.15303)  0.09
O (2.30883, 1.20629, -3.18662)  0.14
O (1.44589, -2.25755, -2.01730)  0.03
N (0.77255, -0.41108, -4.14625)  0.17
N (0.77406, 0.58558, -0.53887)  0.15
N (3.02689, -0.15793, 0.23319)  0.18
N (-1.06630, 4.75622, 1.45438)  0.01
N (0.55882, -3.91609, -0.41862)  0.23
C (-1.35249, 6.11828, 1.85737)  -0.08
C (-2.42841, 4.83572, -0.59123)  -0.01
C (-5.08976, 0.33129, 0.90441)  -0.12
C (3.18249, 0.64379, 1.19843)  -0.37
C (-3.81785, 0.76350, 0.54887)  -0.10
C (0.90344, -4.24818, 0.73499)  -0.43
C (-1.51390, 4.08901, 0.35180)  -0.54
C (-5.43168, -1.00356, 0.69434)  -0.11
C (3.57971, -1.43067, -2.12773)  -0.55
C (2.10631, -1.04604, -1.88389)  -0.22
C (-0.96718, -1.92863, -1.44517)  -0.07
C (3.58650, 0.11600, 2.55313)  -0.03
C (-2.21534, -2.47539, -0.71824)  -0.15
C (-0.00428, -4.17530, 1.96628)  -0.05
C (-4.48128, -1.86373, 0.16127)  -0.06
C (1.77205, -0.47439, -0.43648)  -0.49
C (3.07248, 2.15001, 1.12085)  -0.04
C (-3.18879, -1.44616, -0.18785)  -0.20
C (-2.87060, -0.10185, 0.01003)  -0.02
C (2.28718, -4.81500, 1.03118)  -0.04
B (0.47910, -2.43082, -0.84136)  -0.80
B (1.72996, -0.04779, -3.09805)  -0.52
H (-6.41109, -1.36385, 0.96922)  0.09
H (1.04666, 0.03232, -5.01912)  0.06
H (-2.00983, 6.60308, 1.14406)  0.07
H (-3.34119, 5.14413, -0.07947)  0.08
H (-1.92669, 5.71381, -1.00031)  0.08
H (2.29427, 2.48653, 1.80716)  0.07
H (-0.98469, -2.32779, -2.45829)  0.10
H (-0.46391, 4.20066, 2.04039)  0.13
H (-1.87070, -3.02433, 0.16208)  0.09
H (3.10914, 0.66454, 3.36139)  0.07
H (3.43691, -0.95430, 2.59144)  0.08
H (-5.80556, 1.01212, 1.34294)  0.08
H (4.01574, 2.64131, 1.33846)  0.08
H (-0.19133, -3.13529, 2.22962)  0.08
H (-3.54123, 1.79666, 0.70536)  0.08
H (-0.95659, -4.62977, 1.70814)  0.07
H (-1.83245, 6.12344, 2.83814)  0.08
H (-1.00300, -0.84956, -1.54592)  0.06
H (-0.42438, 6.68963, 1.92549)  0.08
H (-2.69300, 4.17111, -1.40750)  0.09
H (0.33326, 0.72625, 0.35935)  0.09
H (1.13281, 1.46433, -0.88978)  0.06
H (-1.89210, 0.26568, -0.24785)  0.08
H (-4.75437, -2.89995, 0.00936)  0.10
H (2.19782, -5.90468, 1.04310)  0.07
H (0.42065, -4.69541, 2.82249)  0.05
H (2.58270, -4.53413, 2.04186)  0.06
H (-0.10312, 0.04525, -3.89812)  0.08
H (2.99548, -4.47712, 0.28780)  0.07
H (4.66289, 0.29098, 2.66676)  0.08
H (2.70625, 1.44925, -2.34531)  0.07
H (-2.74516, -3.21069, -1.31920)  0.11
H (2.73508, 2.42699, 0.12810)  0.06

Summary:
Total charge = -1
HOMO = -3.3553 eV
ΔE to the lowest compared entry with this formula, charge and spin = 0.000 eV
DFT total energy = -46425.1445 eV
Orbital gap = 0.2000 Eh

***

C3H10NOS | ωB97M-V/def2-TZVPD

Last column: Löwdin charge in e.
Atoms and positions in Å:
S (2.49151, -1.30925, -0.85829)  0.15
O (1.21128, -1.25964, 2.05462)  -0.15
N (-0.78885, 0.95343, -0.10027)  -0.17
C (-0.03694, -0.05015, -0.83340)  -0.36
C (-2.19761, 0.68336, 0.11073)  -0.16
C (1.49083, 0.26676, -0.75089)  -0.71
H (-0.16546, -1.05890, -0.43070)  0.06
H (1.61880, 0.96512, 0.08771)  0.04
H (-0.22270, 0.08401, -1.89989)  0.10
H (-0.31496, 1.17987, 0.76940)  0.09
H (1.75259, 0.87433, -1.62083)  0.02
H (-2.29908, -0.32025, 0.56172)  0.07
H (-2.59179, 1.44397, 0.77812)  0.06
H (1.82916, -1.01597, 1.32929)  -0.09
H (-2.74797, 0.64652, -0.82860)  0.06
H (0.97120, -2.08319, 1.63128)  -0.01

Summary:
Total charge = -1
HOMO = -2.8479 eV
ΔE to the lowest compared entry with this formula, charge and spin = 0.836 eV
DFT total energy = -17646.6068 eV
Orbital gap = 0.2460 Eh

***

C3H3ClS2 | ωB97M-V/def2-TZVPD

Last column: Löwdin charge in e.
Atoms and positions in Å:
Cl (1.95865, 0.00489, -1.29345)  0.65
S (-1.24108, 1.66322, -0.63904)  0.77
S (-2.25609, -1.00531, -1.03978)  0.69
C (-0.02128, -0.48852, 0.46633)  -0.29
C (-1.14010, -0.05383, -0.43090)  -1.29
C (1.29911, -0.41667, 0.20982)  -0.60
H (2.06890, -0.74905, 0.90974)  0.07
H (-0.25731, -0.86109, 1.41945)  0.09
H (-0.41080, 1.90636, 0.39783)  -0.10

Summary:
Total charge = 0
HOMO = -8.9119 eV
ΔE to the lowest compared entry with this formula, charge and spin = 0.516 eV
DFT total energy = -37351.2105 eV
Structure (SMILES) = S=C(S)/C=C\Cl
Orbital gap = 0.3092 Eh

***

C22H44FIN8O6P3S | ωB97M-V/def2-TZVPD

Last column: Löwdin charge in e.
Atoms and positions in Å:
I (1.17373, -2.45236, 2.05792)  0.52
S (0.78102, 3.25886, -3.45874)  0.82
P (-4.30217, -2.00220, 3.59042)  0.79
P (0.02362, -1.84175, -0.02770)  0.59
P (2.46581, 2.59920, 1.14367)  0.87
F (2.66511, 0.04461, 0.23488)  -0.11
O (-3.72726, -3.37377, 3.05905)  -0.36
O (-1.49534, -2.75010, -0.19445)  -0.39
O (-6.04140, -2.09253, 3.45944)  -0.27
O (0.37519, 0.90428, 0.72120)  -0.09
O (2.86694, 2.04559, 2.60308)  -0.48
O (-3.94081, -1.96795, 5.32700)  -0.30
N (6.85721, -1.13238, -2.19384)  0.07
N (1.63896, 1.47876, -1.38784)  -0.05
N (-1.22493, -5.13256, 8.93317)  0.10
N (5.75579, 4.75737, -6.33574)  0.09
N (1.73825, 0.42228, -6.58324)  0.09
N (-1.67274, 2.67574, -1.12350)  -0.01
N (-0.66802, 0.35069, -1.50507)  -0.05
N (1.04215, -0.06376, -3.32480)  0.14
C (-0.51673, 0.03458, -0.04075)  -0.57
C (6.32508, -1.11753, -1.05080)  -0.21
C (1.73784, 4.60396, -4.33868)  -0.48
C (-6.06989, -2.79563, 0.92796)  -0.12
C (1.49717, 2.93769, -1.71547)  -0.44
C (5.74753, 3.53905, -6.66066)  -0.21
C (5.73755, 2.07039, -7.05228)  -0.07
C (0.38896, -2.86784, 8.93551)  -0.08
C (-3.52925, -0.43567, 2.82436)  -0.21
C (-6.51576, -1.75021, 2.10941)  -0.29
C (-4.05904, -3.31736, 5.90798)  -0.28
C (5.68363, -1.09956, 0.32712)  -0.08
C (0.68017, 0.58424, -2.13620)  -0.14
C (2.39997, 0.08006, -3.99277)  -0.12
C (-0.49319, -4.10568, 8.93423)  -0.20
C (-2.60427, -4.08726, 6.11679)  -0.11
C (-2.01369, 0.02573, 0.70630)  -0.16
C (1.66302, 1.16827, 0.08560)  -0.44
C (-1.71178, 1.35428, -1.84973)  -0.25
C (-2.01081, -0.65812, 2.19263)  -0.24
C (2.37606, 0.84578, -5.44226)  -0.19
C (1.59143, 4.27518, -5.97237)  -0.17
H (0.29592, -0.68380, -3.74475)  0.19
H (-1.24909, -0.03977, 2.86471)  0.13
H (2.61635, 3.85630, -6.35188)  0.06
H (-3.38975, 0.34103, 3.71636)  0.12
H (-1.74718, -3.33143, 6.42369)  0.07
H (-1.99360, -2.29034, -0.93412)  0.05
H (-1.81813, -1.81153, 2.21776)  0.06
H (3.23801, 0.52343, -3.26716)  0.16
H (-2.66321, -4.87146, 7.01197)  0.06
H (4.91173, -1.87157, 0.38904)  0.07
H (5.22694, -0.12362, 0.51304)  0.06
H (2.85358, 4.63514, -3.98551)  0.10
H (2.56914, 3.44167, -1.66337)  0.11
H (3.75440, 2.86142, 0.48712)  0.05
H (0.89824, -2.77403, 9.89862)  0.08
H (-6.22375, -0.66938, 1.75003)  0.10
H (2.76647, -1.03415, -4.21629)  0.16
H (-2.28974, -4.73090, 5.16582)  0.09
H (-4.84191, -4.01225, 5.33704)  0.13
H (-5.64413, -3.82785, 1.32923)  0.09
H (-4.49938, -3.17627, 6.99748)  0.13
H (-2.43614, 1.13161, 0.86212)  0.13
H (-4.20396, 0.11161, 2.02972)  0.09
H (-2.61566, 2.86449, -0.66667)  0.10
H (-0.22032, -1.97574, 8.76637)  0.07
H (6.04215, 1.96105, -8.09675)  0.08
H (1.63448, 3.77304, 1.21929)  0.04
H (-5.18626, -2.30807, 0.29301)  0.07
H (-1.59134, 3.47827, -1.81810)  0.07
H (0.76763, 3.44025, -6.13710)  0.07
H (-2.83939, 0.96696, -1.78107)  0.16
H (0.80713, 3.55993, -1.00089)  0.08
H (4.73204, 1.65868, -6.92960)  0.04
H (-7.70357, -1.77072, 2.15501)  0.14
H (1.13804, -2.94307, 8.14253)  0.07
H (1.26748, -0.48030, -6.35249)  0.04
H (6.44038, -1.29025, 1.09309)  0.08
H (1.18699, 5.64789, -4.18985)  0.10
H (1.29815, 5.27497, -6.54370)  0.10
H (-2.82971, -0.50212, 0.01315)  0.12
H (6.43112, 1.51088, -6.41853)  0.08
H (-6.93665, -3.00709, 0.14357)  0.09
H (-1.57148, 1.61664, -3.00711)  0.13
H (3.00287, 1.85808, -5.52563)  0.10

Summary:
Total charge = +1
HOMO = -11.2602 eV
DFT total energy = -97233.9949 eV
Orbital gap = 0.2225 Eh